{"formula": "C35H43BrFIN7PReS", "method": "wB97M-V/def2-TZVPD", "elements": ["Re", "C", "C", "C", "C", "N", "C", "N", "C", "N", "C", "N", "C", "C", "C", "C", "C", "N", "C", "C", "C", "C", "C", "C", "H", "H", "H", "H", "H", "H", "H", "H", "H", "H", "H", "H", "C", "C", "P", "C", "C", "C", "C", "H", "H", "H", "H", "H", "H", "H", "H", "H", "H", "H", "H", "H", "H", "H", "C", "C", "N", "C", "S", "N", "C", "C", "H", "H", "H", "H", "H", "H", "H", "H", "H", "H", "H", "H", "F", "Br", "C", "C", "C", "C", "C", "C", "I", "H", "H", "H", "H"], "positions_angstrom": [[0.1445, -0.4779, -0.0977], [-0.6718, -2.8178, -3.6712], [0.4282, -3.6566, -3.8501], [1.4914, -3.5332, -2.9895], [1.4537, -2.5954, -1.9492], [0.3731, -1.8141, -1.7588], [-0.6637, -1.9266, -2.6296], [2.5979, -2.5257, -1.1736], [2.7485, -1.8933, -0.0816], [1.7993, -1.0983, 0.6242], [2.4674, -0.5269, 1.7683], [2.0202, 0.2985, 2.6121], [0.7572, 0.8802, 2.6365], [0.4504, 1.6092, 3.7862], [-0.7796, 2.2173, 3.9115], [-1.6826, 2.1089, 2.8599], [-1.3177, 1.3975, 1.7434], [-0.1235, 0.7673, 1.6265], [3.8339, -1.0509, 1.7768], [4.8618, -0.8232, 2.6768], [6.0712, -1.4503, 2.4207], [6.2430, -2.2705, 1.2990], [5.2100, -2.4881, 0.4014], [4.0033, -1.8613, 0.6688], [-1.5291, -2.8578, -4.3294], [0.4485, -4.3852, -4.6509], [2.3833, -4.1370, -3.0807], [-1.4942, -1.2587, -2.4524], [1.2078, 1.6712, 4.5552], [-1.0302, 2.7789, 4.8028], [-2.6528, 2.5880, 2.8841], [-1.9824, 1.3157, 0.8965], [4.7195, -0.1842, 3.5380], [6.9026, -1.3056, 3.0992], [7.2034, -2.7417, 1.1335], [5.3333, -3.1197, -0.4681], [-2.3672, -3.0069, 3.4935], [-1.5578, -1.9156, 2.7953], [-1.2331, -2.2248, 1.0344], [-2.8556, -2.5004, 0.2561], [-3.8556, -1.3645, 0.4629], [-0.4274, -3.8642, 0.9556], [0.7622, -4.0753, 1.8905], [-2.4853, -2.7632, 4.5483], [-1.8794, -3.9808, 3.4373], [-3.3671, -3.1041, 3.0685], [-0.5843, -1.7762, 3.2741], [-2.0653, -0.9517, 2.8661], [-3.2373, -3.4299, 0.6880], [-2.6849, -2.7074, -0.8034], [-4.1115, -1.2539, 1.5183], [-4.7808, -1.5805, -0.0712], [-3.4721, -0.4117, 0.0974], [-0.1554, -4.0373, -0.0887], [-1.2122, -4.5897, 1.1869], [1.5580, -3.3481, 1.7341], [1.1845, -5.0664, 1.7262], [0.4612, -4.0203, 2.9371], [-2.4360, 2.1109, -3.5130], [-1.0733, 2.4797, -2.9623], [-0.0365, 1.5996, -3.5383], [1.0066, 1.0748, -2.9224], [1.2984, 1.3861, -1.2240], [1.8589, 0.3055, -3.5887], [1.7980, -0.0049, -5.0210], [2.3188, 1.1219, -5.9017], [-3.1854, 2.8004, -3.1229], [-2.7152, 1.0955, -3.2235], [-2.4688, 2.1887, -4.6033], [-1.0378, 2.3801, -1.8832], [-0.8164, 3.5117, -3.2049], [-0.1174, 1.4336, -4.5312], [2.6558, -0.0054, -3.0581], [0.7701, -0.2821, -5.2718], [2.3920, -0.9055, -5.1645], [1.7450, 2.0433, -5.7831], [2.2670, 0.8278, -6.9505], [3.3589, 1.3445, -5.6622], [-1.4767, 0.1744, -0.8740], [-3.3870, 3.8259, -0.0257], [-2.8103, 5.0615, 1.2966], [-3.7946, 5.6773, 2.0588], [-3.4336, 6.5658, 3.0588], [-2.0938, 6.8362, 3.2993], [-1.1135, 6.2238, 2.5352], [-1.4661, 5.3339, 1.5248], [0.0506, 4.4444, 0.4176], [-4.8364, 5.4634, 1.8606], [-4.2040, 7.0502, 3.6446], [-1.8081, 7.5326, 4.0774], [-0.0688, 6.4449, 2.7110]], "gap_ev": [5.845, 6.263], "relative_energy_kcal_mol": 0.0, "homo_energy_ev": [-12.929, -12.925], "mol_weight_g_mol": 1036.832, "total_energy_ev": -150530.3657, "multiplicity": 2, "charge": 2}

---

{"formula": "C14H7N3O2", "method": "wB97M-V/def2-TZVPD", "elements": ["O", "O", "N", "N", "C", "C", "C", "C", "C", "C", "C", "C", "C", "C", "C", "C", "C", "C", "N", "H", "H", "H", "H", "H", "H", "H"], "positions_angstrom": [[-1.3912, 1.4262, 1.9828], [0.8073, -0.7843, -2.3628], [2.6667, -1.5797, 3.5858], [3.6267, -2.3602, 3.1377], [-0.9268, 0.8723, 1.0052], [0.2227, -0.3747, -1.3647], [-3.0775, 2.3114, -1.7724], [-2.5549, 1.6711, -2.9326], [-2.5166, 2.0568, -0.5167], [-1.4797, 0.7420, -2.7779], [0.7659, -0.3589, 2.3687], [1.8484, -1.5207, 0.0982], [1.9037, -1.1755, 2.4851], [-1.4794, 1.1519, -0.3426], [-0.9369, 0.4876, -1.4921], [0.2134, -0.0558, 1.1143], [0.7905, -0.6511, -0.0389], [2.3841, -1.7841, 1.3591], [3.4476, -2.4959, 1.8213], [-3.8914, 2.9733, -1.9013], [-3.0122, 1.8298, -3.9286], [-2.9230, 2.6168, 0.3254], [-1.0532, 0.1898, -3.6485], [0.3555, 0.0526, 3.2410], [2.2940, -2.0370, -0.7496], [3.9163, -3.2038, 1.3041]], "gap_ev": 8.321, "smiles": "O=C1c2ccccc2C(=O)c2cc3[nH]nnc3cc21", "relative_energy_kcal_mol": 0.0, "homo_energy_ev": -9.523, "mol_weight_g_mol": 249.229, "total_energy_ev": -23196.1896, "charge": 0}

---

{"formula": "C39H35BrF4N3NdO2P", "method": "wB97M-V/def2-TZVPD", "elements": ["Nd", "C", "N", "C", "C", "C", "N", "C", "C", "C", "C", "C", "C", "C", "O", "C", "C", "C", "N", "C", "C", "C", "C", "C", "C", "C", "O", "H", "H", "H", "H", "H", "H", "H", "H", "H", "H", "H", "H", "H", "H", "H", "H", "H", "H", "H", "H", "H", "H", "H", "H", "H", "F", "C", "C", "F", "C", "F", "C", "P", "C", "C", "C", "C", "C", "C", "C", "C", "C", "C", "C", "C", "C", "Br", "C", "F", "H", "H", "H", "H", "H", "H", "H", "H", "H", "H"], "positions_angstrom": [[0.1923, 0.2709, -1.0856], [1.0099, 3.1159, -0.0718], [2.0161, 2.1200, -0.4950], [3.0166, 1.9535, 0.5785], [2.6953, 0.8168, 1.5431], [2.9519, -0.5807, 0.9810], [1.8734, -1.1076, 0.1269], [1.9280, -2.3909, -0.0223], [1.0814, -3.2768, -0.7715], [1.4595, -4.6370, -0.7849], [0.7332, -5.5881, -1.4504], [-0.4294, -5.2023, -2.1287], [-0.8378, -3.8914, -2.1248], [-0.1024, -2.8909, -1.4576], [-0.5435, -1.6590, -1.4555], [2.6613, 2.6584, -1.7162], [3.6398, 1.7233, -2.4290], [3.0621, 0.3371, -2.7706], [1.6276, 0.4400, -2.9877], [1.1987, 0.5350, -4.1956], [-0.1689, 0.7653, -4.5736], [-0.5254, 0.5157, -5.9118], [-1.8144, 0.6634, -6.3546], [-2.7881, 1.1063, -5.4549], [-2.4609, 1.4069, -4.1532], [-1.1508, 1.2455, -3.6584], [-0.8611, 1.5697, -2.4176], [1.4498, 4.1192, -0.0537], [0.6440, 2.8974, 0.9313], [0.1698, 3.1295, -0.7746], [3.1137, 2.8914, 1.1378], [3.9867, 1.7450, 0.1286], [1.6630, 0.8911, 1.8939], [3.3391, 0.9327, 2.4173], [3.1106, -1.2677, 1.8168], [3.8873, -0.5572, 0.4089], [2.7394, -2.9197, 0.4903], [2.3546, -4.9269, -0.2454], [1.0507, -6.6216, -1.4496], [-1.0131, -5.9453, -2.6573], [-1.7430, -3.5775, -2.6298], [3.1946, 3.5838, -1.4616], [1.8610, 2.9172, -2.4099], [4.5611, 1.5989, -1.8582], [3.9182, 2.2293, -3.3556], [3.2285, -0.3552, -1.9438], [3.5728, -0.0594, -3.6525], [1.9073, 0.4221, -5.0229], [0.2479, 0.1859, -6.5967], [-2.0729, 0.4475, -7.3817], [-3.8097, 1.2313, -5.7901], [-3.2091, 1.7960, -3.4737], [-6.7511, -0.8922, 2.4462], [-5.4766, -0.6004, 2.2606], [-4.6274, -0.4723, 3.3491], [-5.0943, -0.6434, 4.5752], [-3.2951, -0.1668, 3.1410], [-2.5104, -0.0478, 4.2095], [-2.7706, 0.0191, 1.8646], [-0.9631, 0.3763, 1.6643], [-0.8820, 1.8862, 2.7049], [-1.8322, 2.8616, 2.3845], [-1.8386, 4.0820, 3.0369], [-0.8870, 4.3548, 4.0107], [0.0809, 3.4094, 4.3061], [0.0933, 2.1846, 3.6515], [-0.3589, -1.1207, 2.5437], [-0.7591, -2.3053, 1.9196], [-0.3802, -3.5345, 2.4288], [0.4176, -3.5952, 3.5642], [0.8170, -2.4239, 4.1877], [0.4295, -1.1882, 3.6852], [-3.6439, -0.1067, 0.7888], [-3.0400, 0.2021, -0.9792], [-4.9810, -0.4145, 0.9822], [-5.8001, -0.5278, -0.0587], [-2.5725, 2.6627, 1.6171], [-2.5893, 4.8200, 2.7860], [-0.9010, 5.3007, 4.5353], [0.8387, 3.6193, 5.0498], [0.8748, 1.4776, 3.8885], [-1.3799, -2.2645, 1.0305], [-0.6994, -4.4436, 1.9349], [0.7145, -4.5541, 3.9684], [1.4220, -2.4667, 5.0843], [0.7287, -0.2943, 4.2118]], "gap_ev": [7.946, 7.984], "relative_energy_kcal_mol": 4.7, "homo_energy_ev": [-10.589, -10.606], "mol_weight_g_mol": 908.838, "total_energy_ev": -155052.4544, "multiplicity": 4, "charge": 1}

---

{"formula": "C16H40ClF5NO11P3Si2", "method": "wB97M-V/def2-TZVPD", "elements": ["N", "P", "O", "O", "Si", "C", "C", "F", "O", "Si", "Cl", "C", "F", "F", "C", "F", "F", "H", "H", "H", "H", "H", "H", "H", "H", "H", "H", "O", "P", "O", "C", "C", "O", "C", "C", "O", "C", "C", "H", "H", "H", "H", "H", "H", "H", "H", "H", "H", "H", "H", "H", "H", "H", "O", "P", "O", "C", "C", "O", "C", "C", "O", "C", "C", "H", "H", "H", "H", "H", "H", "H", "H", "H", "H", "H", "H", "H", "H", "H"], "positions_angstrom": [[-1.2059, -0.2260, 4.5300], [-1.0731, -1.2197, 3.2918], [0.0807, -2.4469, 3.5847], [-0.5851, -0.3118, 1.9284], [-3.0655, -2.1156, 2.7646], [-2.9869, -2.4661, 0.8859], [-1.6770, -3.2532, 0.4480], [-1.5603, -4.5191, 1.0748], [-4.2252, -0.9415, 3.2295], [-5.5398, -0.7711, 2.1286], [-7.3176, -0.7989, 3.3290], [-3.3362, -3.8187, 3.6723], [-4.0692, -4.7183, 2.8759], [-2.1208, -4.4663, 3.9481], [-4.0220, -3.6196, 5.1069], [-5.2856, -3.0679, 4.9898], [-4.2144, -4.9232, 5.6213], [-0.5785, -0.5638, 5.2692], [0.9516, -2.0076, 3.4925], [-1.3877, 0.2048, 1.6981], [-2.9990, -1.4881, 0.3080], [-3.8766, -3.1112, 0.6237], [-1.7539, -3.4663, -0.6650], [-0.7669, -2.5999, 0.5878], [-5.4746, 0.5576, 1.5295], [-5.6962, -1.8707, 1.1838], [-3.3502, -3.1045, 5.8467], [0.9950, 3.7588, -0.0879], [1.6414, 4.1783, 1.2352], [0.2531, 4.2599, 2.1372], [-0.3211, 3.0338, 2.5829], [0.4797, 2.4128, 3.7117], [1.8308, 5.7713, 0.8098], [1.9453, 6.1724, -0.5528], [0.6076, 6.6692, -1.0678], [2.5695, 4.4858, 2.6317], [2.7590, 5.7751, 3.2153], [1.4969, 6.4484, 3.7160], [-0.4135, 2.3377, 1.7432], [-1.3299, 3.2637, 2.9357], [1.4634, 2.0864, 3.3581], [-0.0436, 1.5397, 4.1197], [0.6465, 3.1351, 4.5131], [2.3441, 5.3670, -1.1710], [2.6724, 6.9892, -0.5903], [-0.1887, 5.9417, -0.8970], [0.6581, 6.8878, -2.1360], [0.3138, 7.5782, -0.5380], [3.3137, 6.4208, 2.5322], [3.4187, 5.6128, 4.0734], [0.8331, 6.7291, 2.8976], [1.7500, 7.3611, 4.2610], [0.9361, 5.7880, 4.3787], [0.0349, -2.0023, -3.3143], [0.8379, -2.0454, -4.6165], [1.1390, -3.6761, -4.6287], [0.0826, -4.5448, -5.0270], [-0.1543, -4.4884, -6.5259], [2.2458, -1.4872, -3.9397], [2.2398, -0.6701, -2.7709], [2.5189, -1.5124, -1.5401], [1.5652, -1.8986, -6.1510], [2.9741, -1.8678, -6.3847], [3.7234, -3.1204, -5.9768], [-0.8323, -4.2996, -4.4784], [0.3775, -5.5576, -4.7422], [-0.5420, -3.5097, -6.8232], [-0.8801, -5.2477, -6.8294], [0.7760, -4.6480, -7.0731], [1.3050, -0.1159, -2.6795], [3.0359, 0.0708, -2.8894], [1.8439, -2.3686, -1.4724], [2.4208, -0.9169, -0.6304], [3.5312, -1.9206, -1.5842], [3.4116, -0.9748, -5.9351], [3.0877, -1.7429, -7.4660], [3.7344, -3.2541, -4.8946], [4.7621, -3.0610, -6.3107], [3.2657, -4.0105, -6.4105]], "gap_ev": 7.639, "relative_energy_kcal_mol": 197.7, "homo_energy_ev": -9.274, "mol_weight_g_mol": 702.029, "total_energy_ev": -110986.8688, "charge": 0}

---

{"formula": "C23H29IrN3O2", "method": "wB97M-V/def2-TZVPD", "elements": ["Ir", "C", "C", "C", "C", "C", "H", "H", "H", "H", "H", "C", "C", "C", "C", "C", "C", "C", "N", "C", "C", "C", "C", "C", "C", "C", "N", "C", "C", "C", "C", "H", "H", "H", "H", "H", "H", "H", "H", "H", "H", "H", "H", "H", "H", "H", "H", "H", "H", "H", "H", "H", "H", "H", "H", "O", "N", "O"], "positions_angstrom": [[-0.8642, 2.4299, 0.7576], [-2.4170, 4.3561, 0.7544], [-1.2102, 4.6740, 0.0687], [-0.1396, 4.5965, 1.0049], [-0.6907, 4.1888, 2.2476], [-2.1069, 4.0877, 2.0991], [-3.4090, 4.4642, 0.3531], [-1.1433, 5.0434, -0.9399], [0.8687, 4.9443, 0.8507], [-0.1633, 4.1398, 3.1859], [-2.8061, 3.9011, 2.8950], [5.4207, 0.5348, 1.0801], [4.8190, -0.1354, -0.1629], [5.7368, 0.0925, -1.3682], [4.7201, -1.6517, 0.0526], [3.4357, 0.4591, -0.3593], [3.1746, 1.4732, -1.3056], [1.8982, 2.0399, -1.4093], [0.8585, 1.6464, -0.7283], [1.0153, 0.5682, 0.2008], [2.3844, 0.0399, 0.4118], [-1.1253, -0.4942, -0.1914], [-1.7537, -1.7283, -0.3520], [-3.1336, -1.8219, -0.4378], [-3.8254, -0.6023, -0.3943], [-3.1414, 0.5774, -0.2281], [-1.8062, 0.6559, -0.0970], [-3.8012, -3.1809, -0.5268], [-5.3305, -3.0992, -0.4665], [-3.3122, -4.0186, 0.6660], [-3.3882, -3.8712, -1.8382], [6.3792, 0.0810, 1.3126], [4.7672, 0.4187, 1.9407], [5.5711, 1.5959, 0.9001], [6.6666, -0.4521, -1.2144], [5.9958, 1.1397, -1.4979], [5.2805, -0.2834, -2.2817], [5.7198, -2.0688, 0.1530], [4.2383, -2.1243, -0.8017], [4.1696, -1.9074, 0.9519], [3.9523, 1.8380, -1.9540], [1.7241, 2.8480, -2.1057], [2.4627, -0.7147, 1.1763], [-1.1043, -2.5890, -0.3805], [-4.8965, -0.5658, -0.4816], [-3.6716, 1.5210, -0.1942], [-5.6702, -2.6263, 0.4528], [-5.7437, -4.1051, -0.4866], [-5.7396, -2.5628, -1.3194], [-3.5215, -3.5055, 1.6016], [-2.2455, -4.2098, 0.6065], [-3.8284, -4.9749, 0.6737], [-3.8108, -3.3579, -2.6988], [-3.7603, -4.8928, -1.8358], [-2.3081, -3.9055, -1.9556], [-0.0528, 0.4580, 2.3227], [0.4490, 1.1911, 1.4424], [0.2141, -0.5531, -0.1471]], "gap_ev": [7.976, 7.314], "homo_energy_ev": [-10.566, -12.090], "mol_weight_g_mol": 571.721, "total_energy_ev": -35715.3545, "multiplicity": 5, "charge": 1}

---

{"formula": "C3H4O2", "method": "wB97M-V/def2-TZVPD", "elements": ["C", "C", "C", "O", "O", "H", "H", "H", "H"], "positions_angstrom": [[0.5891, -0.1482, -0.0396], [-0.3673, 0.8685, -0.0317], [-1.2204, -0.9858, 0.2759], [-1.5386, 0.2502, -0.1410], [1.9245, -0.0623, 0.3476], [0.4591, -0.9148, -0.8091], [-0.3423, 1.9103, 0.2320], [-1.6529, -1.7809, -0.3507], [2.1488, 0.8630, 0.5165]], "gap_ev": 8.696, "relative_energy_kcal_mol": 128.7, "homo_energy_ev": -8.102, "mol_weight_g_mol": 72.063, "total_energy_ev": -7265.1042, "charge": 0}